# 1
The following is a quantum chemistry calculation of C17H13MnN7O8Se as an isolated structure, from the OMol25 dataset.

Last column: Löwdin spin population.
Cartesian coordinates (Å):
C  3.5360  3.7473  1.4684  0.00
H  -4.7989  -1.7461  -1.1355  0.00
O  -7.1958  -1.2971  -1.0848  0.00
C  -3.2120  -0.4227  -0.6466  0.00
C  -5.5209  0.2136  -0.6385  0.00
O  -2.5518  -2.5370  -1.4862  0.01
H  2.3982  6.7275  -0.6570  0.00
C  2.7176  5.7141  -0.4258  0.00
C  -5.2029  1.5014  -0.2854  0.00
N  -3.6110  3.2387  0.2409  0.00
H  5.4287  4.6918  1.0919  0.00
O  -4.5378  3.8817  0.7055  0.00
C  4.4804  4.5315  0.5835  0.00
C  -0.9165  -1.4198  2.5450  0.00
Mn  -0.1453  0.1220  0.2556  0.96
C  0.6528  0.0604  3.2763  0.00
C  1.6413  2.5747  0.4798  0.00
C  0.4182  -0.3254  4.6477  0.00
O  -7.7636  0.7340  -0.6771  0.00
C  -0.5657  -1.3397  4.9363  0.00
N  2.2259  3.6984  0.8125  0.00
H  -0.7602  -1.6359  5.9590  0.00
H  3.8908  2.7335  1.6426  0.00
C  1.6771  5.0046  0.4095  0.00
N  -0.0642  -0.5057  2.2281  0.00
C  -3.8765  1.8359  -0.1300  0.00
Se  2.1916  1.3842  4.6673  0.00
O  -1.0305  -1.3983  -0.3380  0.01
H  -5.9728  2.2412  -0.1367  0.00
C  -2.2189  -1.5430  -0.8790  0.00
N  1.1516  0.2773  5.5574  0.00
N  1.1273  1.5846  0.1827  0.01
H  -1.9460  -2.6495  4.0220  0.00
H  -1.4439  -1.8567  1.7088  0.00
O  -2.5174  3.7066  -0.0005  0.00
C  -1.2008  -1.8773  3.8914  0.00
H  0.7452  4.8533  -0.1316  0.00
C  -2.8233  0.9018  -0.2799  0.00
C  -4.5393  -0.7414  -0.8326  0.00
H  3.4221  4.2591  2.4260  0.00
O  3.9446  5.8106  0.2876  0.00
H  1.4744  5.5765  1.3162  0.00
N  1.5741  0.9697  3.0774  0.00
H  4.6638  3.9776  -0.3448  0.00
O  -1.6008  1.2645  -0.0969  0.01
H  2.8767  5.1694  -1.3639  0.00
N  -6.9331  -0.1424  -0.8170  0.00

Values from the calculation:
molecular weight: 577.2 g/mol
E: -5193.04430 hartree
2S+1: 2
total charge: 0
lowest unoccupied orbital energy (spin up / spin down): -2.03 / -2.03 eV

# 2
The following is a quantum chemistry calculation of a 2-piece molecular cluster, C15H7Cl2F3NO4S overall, from the OMol25 dataset.

Last column: Löwdin charge in e.
Cartesian coordinates (Å):
O  0.4241  1.2475  -2.5535  -0.31
C  0.5629  -3.3939  0.8309  -0.05
S  -0.7353  0.3899  -2.4099  0.71
C  -0.7685  -0.2875  -0.8112  -0.25
O  1.6827  0.3595  1.6615  0.10
C  -0.5044  1.2495  1.5117  -0.05
H  1.0829  4.8002  2.0927  0.12
Cl  -2.9939  2.1004  2.0413  0.74
O  -1.0594  -0.6004  -3.4098  -0.32
C  0.9355  -1.9749  -1.5404  -0.04
N  3.1053  -5.8366  0.4618  0.10
C  1.4785  2.7486  1.8367  -0.58
H  -0.9289  0.2525  1.3995  0.08
H  -1.7506  -0.1851  -0.3349  0.08
C  -0.2212  -2.2781  0.5687  -0.05
H  -0.9967  -1.9644  1.2717  0.10
C  1.7021  -3.0947  -1.2710  -0.05
O  -1.5433  4.6603  2.1215  0.05
C  -0.7998  3.6840  1.9876  -0.40
C  -0.0185  -1.4807  -0.6019  -0.28
H  2.4526  -3.4238  -1.9877  0.11
H  0.4312  -3.9434  1.7665  0.11
C  0.6597  3.8086  1.9923  -0.02
C  2.4054  -4.9281  0.2273  -0.21
F  -2.3544  2.1535  -3.5872  0.13
F  -2.0991  2.3966  -1.4133  0.10
C  1.5553  -3.8056  -0.0740  -0.27
H  1.1071  -1.4825  -2.4946  0.10
F  -3.3718  0.7811  -2.2060  0.11
Cl  3.1684  2.9192  1.9214  0.75
C  0.9526  1.3502  1.6247  -0.36
C  -2.2462  1.5003  -2.4211  -0.63
C  -1.3145  2.2777  1.7985  -0.60

Values from the calculation:
molecular weight: 425.2 g/mol
E: -2549.69213 hartree
2S+1: 1
total charge: -1
lowest unoccupied orbital energy: 0.53 eV

# 3
The following is a quantum chemistry calculation of C33H29AuClGeIN3O3 as an isolated structure, from the OMol25 dataset.

Last column: Löwdin spin population.
Cartesian coordinates (Å):
C  -2.6099  2.5827  4.4939  0.03
C  -3.7024  0.3246  4.5123  0.23
C  5.0195  -2.7667  -1.0103  0.00
Ge  2.2428  -2.9828  -1.9525  0.01
C  3.7450  -0.7450  -0.8749  0.00
H  6.9164  -0.2311  0.1857  0.00
C  1.7944  1.9880  -1.8474  0.00
C  1.6604  -2.1208  1.3683  0.11
C  1.4675  -0.9863  -6.1977  0.00
H  4.4413  3.7649  -1.8780  0.00
H  4.5228  1.8787  -3.4738  0.00
C  -2.8483  1.3181  3.9308  0.01
H  4.7799  0.9774  -0.1227  0.00
C  -3.2544  -1.2302  2.7309  0.19
H  2.9722  4.0051  -0.9197  0.00
H  1.7935  -5.1466  -4.0579  0.00
C  4.8519  -0.0722  -0.3821  0.00
O  -1.8356  -0.5734  0.9929  0.22
H  3.2529  -5.0394  -0.0209  0.00
H  -0.2299  -0.0455  -5.2817  0.00
H  3.4692  -7.4839  -0.0404  0.00
C  2.7387  -2.4499  -4.7757  0.00
H  3.5764  -3.1276  -4.6492  0.00
C  3.3535  3.8010  -1.9173  0.00
H  -0.4884  3.7081  2.1217  0.00
C  3.8102  -2.1002  -1.1883  0.00
C  1.8870  -2.1867  -3.7028  0.00
H  -1.5527  4.4286  4.2533  0.00
O  1.4497  -0.9313  1.3152  0.09
C  2.9789  -5.5902  -0.9155  0.00
C  2.5342  -1.8552  -6.0122  0.00
H  0.1353  -1.0838  -3.0963  0.00
H  7.0655  -2.6297  -0.3880  0.00
H  3.2032  -2.0759  -6.8337  0.00
C  2.7638  -7.6932  -2.0564  0.00
C  6.0506  -0.7502  -0.2042  0.00
C  -3.8873  -0.9119  3.9178  -0.01
H  5.1022  -3.8184  -1.2581  0.00
H  -0.3278  -2.8262  1.0950  0.02
C  2.1672  -5.6490  -3.1725  0.00
C  -1.1638  3.0470  2.6508  0.03
N  0.8564  1.5248  -1.3570  0.00
H  2.8072  -0.2172  -0.9896  0.00
C  0.8242  -1.3069  -3.9034  0.00
H  3.0429  4.5964  -2.5963  0.00
H  -0.1272  -3.3935  -1.4080  0.02
C  6.1332  -2.0972  -0.5221  0.00
C  3.1040  -6.9714  -0.9209  0.00
C  2.5132  -4.9099  -2.0430  0.00
O  2.4505  -2.9144  1.8671  0.47
C  0.5723  -3.1158  0.5484  0.23
H  1.3002  -0.5309  -7.1651  0.00
Au  -0.4235  0.7037  -0.0244  0.01
H  0.1926  -1.7035  -1.0085  0.00
H  2.8649  -8.7704  -2.0640  0.00
C  0.6107  -0.7138  -5.1412  0.00
Cl  -4.5165  0.6617  5.9746  0.09
H  3.1750  2.4959  -4.4635  0.00
C  -1.7619  3.4488  3.8489  -0.01
H  0.8059  -4.1606  0.7241  0.00
C  -2.1995  1.0144  2.7244  0.05
N  -1.3807  1.8671  2.1055  0.01
C  3.4396  1.9080  -3.5836  0.00
C  2.2943  -7.0311  -3.1815  0.00
H  3.0715  0.8913  -3.6983  0.00
H  -4.5377  -1.6298  4.3972  0.00
C  -2.3915  -0.2879  2.0739  0.09
H  -3.0896  2.8613  5.4213  0.00
N  2.8627  2.5029  -2.3749  0.00
C  0.5694  -2.7201  -0.8938  0.05
H  2.0260  -7.5912  -4.0677  0.00
I  -3.5269  -3.0701  1.8520  0.06

Values from the calculation:
molecular weight: 947.5 g/mol
E: -4635.10216 hartree
2S+1: 3
total charge: +1
lowest unoccupied orbital energy (spin up / spin down): -3.31 / -5.48 eV

# 4
The following is a quantum chemistry calculation of ClH6NiO3 as an isolated structure, from the OMol25 dataset.

Last column: Löwdin spin population.
Cartesian coordinates (Å):
O  0.2313  -1.0841  -1.6979  0.07
O  -1.8198  -1.1723  1.0013  0.08
H  1.5425  0.7369  0.2122  0.01
H  2.5596  1.3151  1.1730  0.00
Cl  -0.1524  0.6455  0.1832  0.38
H  0.1860  -0.6221  -0.8608  0.00
O  2.4667  0.9756  0.2828  0.08
H  -1.9683  -0.7116  1.8271  0.00
Ni  -1.2047  1.7302  -0.6934  1.37
H  -1.1599  -0.6469  0.5488  0.01
H  -0.6808  -1.1662  -1.9763  0.00

Values from the calculation:
molecular weight: 148.2 g/mol
E: -2197.27349 hartree
2S+1: 3
total charge: +1
lowest unoccupied orbital energy (spin up / spin down): -7.45 / -9.61 eV

Question: What is the total charge in the first record?
Answer: 0